Record 1
An isolated molecule of C3H4S at a distorted geometry. Source: OMol25; level of theory: ωB97M-V with the def2-TZVPD basis set.

Summary:
Energy relative to the best compared isomer or geometry (same formula, charge and spin), eV: 3.6809
Total charge: 0
HOMO energy (spin up / spin down), eV: -8.7 / -7.8
Calculated total energy, eV: -14005.89811

Cartesian coordinates (Å):
C: 0.953 0.534 0.432
C: 0.029 1.245 -0.196
C: -0.543 -1.300 0.075
S: -1.460 0.186 -0.243
H: 2.047 0.766 0.578
H: -0.076 2.236 -0.535
H: 0.264 -1.599 -0.511
H: -1.215 -2.069 0.399

Löwdin population analysis, charges in e, atoms 1 to 2: -0.0512 -0.4797

Record 2
An isolated molecule of C5H7NO. Source: OMol25; level of theory: ωB97M-V with the def2-TZVPD basis set.

Summary:
Energy relative to the best compared isomer or geometry (same formula, charge and spin), eV: 1.8281
Total charge: 0
HOMO energy, eV: -9.9
Calculated total energy, eV: -8834.37474
SMILES: C#CCCNC=O

Cartesian coordinates (Å):
C: -1.440 1.062 1.661
C: -0.971 1.100 0.551
C: -0.408 1.042 -0.804
C: 0.920 0.227 -0.840
N: 1.031 -0.749 0.228
C: 0.255 -1.872 0.208
O: -0.353 -2.272 -0.763
H: -1.890 1.039 2.632
H: -0.231 2.056 -1.192
H: -1.150 0.568 -1.460
H: 0.983 -0.307 -1.793
H: 1.786 0.892 -0.758
H: 1.212 -0.381 1.152
H: 0.256 -2.404 1.179

Löwdin population analysis, charges in e, atoms 1 to 2: 0.1098 -0.1553

Record 3
A structure of composition C26H20IO2PPd. Source: OMol25; level of theory: ωB97M-V with the def2-TZVPD basis set.

Summary:
Energy relative to the best compared isomer or geometry (same formula, charge and spin), eV: 0.2864
Total charge: -2
HOMO energy, eV: -0.3
Calculated total energy, eV: -52249.66859

Cartesian coordinates (Å):
Pd: -2.094 0.131 0.171
C: 4.981 0.199 2.020
C: 4.976 -0.371 0.749
C: 3.778 -0.564 0.078
C: 2.556 -0.183 0.634
C: 2.582 0.392 1.902
C: 3.775 0.574 2.594
P: 0.991 -0.400 -0.348
C: 1.528 -2.647 -0.197
C: 2.310 -3.398 0.688
C: 2.489 -4.774 0.562
C: 1.878 -5.464 -0.480
C: 1.090 -4.753 -1.380
C: 0.931 -3.379 -1.229
C: 0.511 1.460 -0.172
C: 1.351 2.557 -0.357
C: 0.861 3.859 -0.308
C: -0.489 4.072 -0.054
C: -1.336 2.981 0.128
C: -0.855 1.671 0.042
H: 5.914 0.344 2.553
H: 5.910 -0.673 0.286
H: 3.771 -1.040 -0.897
H: 1.649 0.721 2.347
H: 3.762 1.020 3.584
H: 2.815 -2.893 1.514
H: 3.106 -5.315 1.277
H: 2.010 -6.536 -0.586
H: 0.601 -5.277 -2.198
H: 0.311 -2.838 -1.947
H: 2.414 2.395 -0.526
H: 1.529 4.703 -0.454
H: -0.884 5.083 0.000
H: -2.388 3.165 0.331
I: -3.900 4.753 -2.808
C: -4.154 2.905 -1.849
C: -3.512 1.794 -2.340
C: -3.661 0.571 -1.672
C: -4.459 0.482 -0.527
C: -5.107 1.635 -0.065
C: -4.956 2.844 -0.710
C: -4.671 -0.861 0.179
O: -5.819 -1.159 0.519
O: -3.591 -1.504 0.344
H: -2.882 1.855 -3.217
H: -3.224 -0.326 -2.094
H: -5.745 1.549 0.806
H: -5.444 3.735 -0.337
C: -0.407 -0.791 0.802
H: -0.620 -1.860 0.825
H: -0.182 -0.444 1.816

Löwdin population analysis, charges in e, atoms 1 to 2: 0.7612 -0.1407

Record 4
A structure of composition C23H17N3OsS3Sb. Source: OMol25; level of theory: ωB97M-V with the def2-TZVPD basis set.

Summary:
Energy relative to the best compared isomer or geometry (same formula, charge and spin), eV: 0.4716
Expectation value of S²: 8.797
Multiplicity: 6
Total charge: 0
HOMO energy (spin up / spin down), eV: -6.9 / -7.9
Calculated total energy, eV: -70105.69100

Cartesian coordinates (Å):
Os: -0.180 -0.219 -0.203
C: 3.715 -1.677 1.332
C: 4.539 -1.516 0.226
C: 3.999 -1.098 -0.973
C: 2.636 -0.841 -1.060
N: 1.853 -0.978 0.030
C: 2.376 -1.388 1.192
C: 1.924 -0.437 -2.285
C: 2.575 -0.315 -3.509
C: 1.863 0.046 -4.640
C: 0.498 0.284 -4.548
C: -0.151 0.175 -3.327
C: 0.543 -0.181 -2.170
H: 4.099 -2.005 2.286
H: 5.600 -1.717 0.301
H: 4.630 -0.967 -1.839
H: 1.689 -1.465 2.024
H: 3.638 -0.501 -3.593
H: 2.370 0.139 -5.591
H: -0.063 0.562 -5.431
H: -1.212 0.382 -3.276
S: 0.264 3.292 3.722
Sb: -1.124 2.269 2.331
S: -1.116 -1.378 1.536
S: -0.507 -0.089 3.034
C: 4.277 2.751 0.173
C: 3.699 2.109 1.260
C: 2.333 1.886 1.301
C: 1.530 2.305 0.242
C: 2.105 2.948 -0.854
C: 3.473 3.169 -0.880
N: 0.144 1.979 0.251
N: -0.608 2.758 -0.590
C: -1.746 2.119 -0.996
C: -2.763 2.879 -1.590
C: -3.930 2.262 -2.002
C: -4.095 0.892 -1.828
C: -3.080 0.130 -1.250
C: -1.894 0.717 -0.836
H: 5.344 2.930 0.148
H: 4.313 1.789 2.093
H: 1.885 1.394 2.154
H: 1.474 3.258 -1.675
H: 3.913 3.668 -1.734
H: -2.614 3.945 -1.705
H: -4.719 2.849 -2.455
H: -5.014 0.414 -2.142
H: -3.223 -0.938 -1.135

Löwdin population analysis, charges in e, atoms 1 to 2: 1.3014 -0.0391